1.
Formula: C30H24ClF6N2
Source: the Open Molecules 2025 dataset
Level of theory: wB97M-V/def2-TZVPD

```
! wB97M-V def2-TZVPD RIJCOSX def2/J DEFGRID3
* xyz 1 1
F -3.57259 -0.94895 -4.10172
C -3.96255 -2.12815 -3.53410
F -5.31772 -2.05065 -3.32293
F -3.75807 -3.12434 -4.45735
C -3.23264 -2.44904 -2.26079
C -3.74555 -3.44221 -1.44666
C -3.13817 -3.70067 -0.23723
C -1.92322 -3.06052 0.08201
C -1.39235 -3.21118 1.47388
C 0.04168 -3.40708 1.83534
C 1.06979 -3.03586 0.97688
C 2.35925 -2.90503 1.46822
C 2.60651 -3.15118 2.79931
C 4.00632 -2.90919 3.29064
F 4.10287 -2.90351 4.64983
F 4.83658 -3.89769 2.81578
F 4.52313 -1.71345 2.84558
C 1.61568 -3.59573 3.67616
C 0.31387 -3.64163 3.19860
C -1.47209 -2.01145 -0.71475
C -2.07274 -1.75668 -1.94162
H -4.68128 -3.92596 -1.72406
H -3.59673 -4.40111 0.44726
H -2.05204 -3.85284 2.06033
H 0.84658 -2.75236 -0.04064
H 3.14044 -2.54962 0.79759
H 1.88053 -3.79420 4.70487
H -0.46913 -3.80109 3.93122
H -0.67602 -1.35561 -0.35327
H -1.71108 -0.94296 -2.57599
C -3.89843 -1.33754 5.24691
N -2.89301 -0.41572 4.76680
C -2.90326 0.20300 3.56675
H -1.54006 -2.25232 1.89192
C -4.06528 0.39669 2.69155
C -4.80851 1.53375 3.05114
C -5.93849 1.83979 2.29778
Cl -6.86876 3.20415 2.73510
C -6.32676 1.07734 1.18867
C -5.54841 -0.03883 0.84792
C -4.43458 -0.41162 1.60503
N -1.66711 0.73654 3.38564
C -1.15809 1.30927 2.14971
C -0.96644 0.73211 4.61664
C -1.74131 -0.02045 5.49710
C -1.71778 0.20687 6.87491
C -0.94070 1.28894 7.31660
C -0.17091 2.04766 6.43359
C -0.13532 1.76529 5.06099
H -3.82439 -1.43808 6.33268
H -4.88368 -0.96568 4.96754
H -3.74600 -2.30929 4.75440
H -4.52452 2.15518 3.89833
H -7.21602 1.36006 0.60116
H -5.81830 -0.63282 -0.02467
H -3.84426 -1.32341 1.38050
H -0.30868 1.96771 2.36272
H -0.84498 0.49117 1.48557
H -1.95333 1.86942 1.65586
H -2.34663 -0.37853 7.53602
H -1.03447 1.60490 8.35353
H 0.32666 2.95124 6.79419
H 0.43393 2.36418 4.35481
*
```

The calculation puts the electronic energy at -63301.9628 eV. As for the max |F|: 2.56 eV Å⁻¹. For the gap between HOMO and LUMO, the calculation gives 0.3195 hartree. The value obtained for the lowest unoccupied orbital energy is -0.1132 Eh. The calculation puts the energy above the lowest of the compared OMol25 structures with the same formula, charge and spin at 0.0000 eV.


2.
Formula: C30H24CoN4O9S5
Source: the Open Molecules 2025 dataset
Level of theory: wB97M-V/def2-TZVPD

```
! wB97M-V def2-TZVPD RIJCOSX def2/J DEFGRID3
* xyz -1 5
Co -0.68830 -2.08092 0.66721
C 6.47671 0.58528 0.71577
O 5.29113 -0.04520 0.15808
C 4.32124 -0.41867 1.03974
C 4.10656 0.23874 2.26585
C 2.83142 0.15496 2.94010
C 1.75743 -0.52529 2.36395
C 0.39623 -0.41706 2.83737
C 0.08749 0.69069 3.86443
O -0.43716 -1.22518 2.43336
C 2.09868 -1.48851 1.22560
O 1.30168 -2.45203 0.98447
C 3.35164 -1.38228 0.57126
H 7.18528 0.58900 -0.07529
H 6.76685 -0.07257 1.59735
H 6.24700 1.60719 1.09337
H 4.91565 0.85304 2.75968
H 2.60775 0.79409 3.81337
H 0.73284 0.62661 4.71118
H -0.90753 0.70593 4.27628
H 0.33975 1.65475 3.34735
H 3.48602 -1.89159 -0.34824
O -0.85320 -1.70189 -3.81354
S -1.42422 -2.18653 -2.56355
O -1.79432 -3.62666 -2.54649
O -0.72179 -1.61300 -1.36854
C -2.90588 -1.17876 -2.65769
C -3.57289 -1.32328 -3.84610
C -4.67203 -0.46754 -4.10987
C -5.00178 0.47068 -3.23292
C -4.47501 0.57163 -1.90632
C -3.44502 -0.28992 -1.59500
S -3.08693 -0.30651 0.20486
O -4.41383 0.01852 0.69901
O -1.89368 0.47880 0.56907
O -2.78302 -1.78878 0.46814
H -3.32170 -2.03652 -4.61492
H -5.21891 -0.57191 -5.01212
H -5.80155 1.16597 -3.54408
H -4.82601 1.30263 -1.16695
S -1.33844 5.60884 -2.15776
C -1.43875 5.77057 -0.54896
S -3.03728 5.57974 0.20059
C -2.33241 5.35549 1.82755
N -1.01257 5.52268 1.78179
N -0.57905 5.85985 0.51291
C 0.79680 6.17609 0.39480
C 1.66115 5.58209 1.32596
C 2.96068 5.36657 0.86852
C 3.43006 5.76395 -0.40838
C 2.51226 6.38062 -1.27871
C 1.22061 6.68217 -0.83540
S -3.37974 4.91999 3.06162
H 1.24668 5.25583 2.27382
H 3.65390 4.84384 1.52668
H 4.51364 5.74028 -0.69976
H 2.70950 6.64403 -2.32695
H 0.48381 7.19523 -1.48795
N -2.76213 -5.45956 0.11497
C -2.52170 -4.29098 0.74468
N -1.21972 -3.98801 0.69814
C -0.56042 -5.00077 0.00624
C 0.66431 -5.22539 -0.51408
C 0.84652 -6.34210 -1.34007
C -0.08193 -7.33678 -1.58287
C -1.32297 -7.16611 -1.00496
C -1.55808 -6.01440 -0.22799
H -3.65368 -5.93924 -0.10794
H -3.24523 -3.84285 1.42667
H 1.53847 -4.54491 -0.29187
H 1.77685 -6.47287 -1.84231
H 0.13191 -8.20488 -2.21212
H -2.15959 -7.83687 -1.10210
*
```

The calculation puts the electronic energy at -147689.8331 eV. The expectation value of S² is 6.05. As for the max |F|: 4.19 eV Å⁻¹. For the gap between HOMO and LUMO (spin up / spin down), the calculation gives 0.2458 / 0.1457 hartree. The value obtained for the lowest unoccupied orbital energy (spin up / spin down) is 0.0575 / -0.0461 Eh. The calculation puts the energy above the lowest of the compared OMol25 structures with the same formula, charge and spin at 1.1972 eV.


3.
Formula: C30H24F3N6O4S2Sn
Source: the Open Molecules 2025 dataset
Level of theory: wB97M-V/def2-TZVPD

```
! wB97M-V def2-TZVPD RIJCOSX def2/J DEFGRID3
* xyz 1 1
Sn 11.24312 9.64964 11.50855
O 10.77148 7.91904 10.60549
N 11.74855 7.03401 10.64201
N 12.45001 7.14875 11.67986
O 12.23893 8.09809 12.51221
C 13.60818 6.26480 11.83197
C 13.77648 5.61330 13.06855
C 14.73110 4.63508 13.14423
C 15.61626 4.44338 12.12908
C 15.50045 5.06794 10.91402
C 14.46079 5.99588 10.74082
H 13.03069 5.79818 13.93871
H 14.89085 4.05824 14.03291
H 16.46410 3.77235 12.27805
H 16.13876 4.91151 10.03978
H 14.27064 6.52362 9.83246
C 17.92164 14.24887 9.13079
C 16.98511 13.14004 9.26496
C 17.06017 12.07201 8.33569
C 16.21260 10.96464 8.50308
C 15.29440 11.03069 9.55079
C 15.27296 12.01246 10.45467
C 16.15266 13.08140 10.36604
S 14.29210 9.60063 9.86458
O 14.56510 8.61674 8.82797
O 14.39387 9.25352 11.24383
N 12.69782 10.10033 9.84723
C 12.08457 10.67224 8.74116
C 12.66605 10.97277 7.51660
C 11.91014 11.41676 6.40146
C 10.61216 11.70149 6.50022
C 9.97037 11.47244 7.73662
C 8.54355 11.65259 7.89355
C 7.87996 11.48535 9.12162
C 8.70446 11.09083 10.17203
N 10.06240 10.82016 10.01713
C 10.67878 10.99272 8.85904
H 18.61259 14.03464 8.30723
H 18.44702 14.58534 10.05805
H 17.45371 15.15299 8.80645
H 17.80001 12.13974 7.54648
H 16.30176 10.07571 7.87313
H 14.61747 12.06993 11.34596
H 16.23790 13.97694 11.01805
H 13.57501 10.54896 7.40106
H 12.52202 11.58692 5.43938
H 10.06898 11.94032 5.63399
H 7.94739 12.02998 7.11854
H 6.76747 11.59950 9.19582
H 8.34773 10.73084 11.17466
F 9.30845 13.49480 14.66166
C 9.22809 12.35917 15.40372
F 8.30273 12.55099 16.33529
F 10.38568 12.21039 16.02716
C 8.91613 11.18457 14.55881
C 7.82091 10.45424 14.80839
C 7.52448 9.31028 14.12641
C 8.40951 8.85690 13.20043
N 9.53023 9.54581 12.89576
C 9.80933 10.67862 13.51796
S 11.39220 11.35482 13.14812
H 7.20021 10.74266 15.62737
H 6.67408 8.77450 14.37942
H 8.30300 7.93003 12.62156
C 11.00600 3.74265 10.84597
C 10.30040 4.27041 11.95949
N 9.73087 4.59986 12.90982
H 11.98113 3.28270 11.19362
H 11.29545 4.49329 10.09361
H 10.46814 2.94536 10.49172
*
```

The calculation puts the electronic energy at -84275.8738 eV. As for the max |F|: 4.26 eV Å⁻¹. For the gap between HOMO and LUMO, the calculation gives 0.2735 hartree. The value obtained for the lowest unoccupied orbital energy is -0.1261 Eh. The calculation puts the energy above the lowest of the compared OMol25 structures with the same formula, charge and spin at 0.0574 eV.


4.
Formula: C30H24N2O6
Source: the Open Molecules 2025 dataset
Level of theory: wB97M-V/def2-TZVPD

```
! wB97M-V def2-TZVPD RIJCOSX def2/J DEFGRID3
* xyz 0 1
C -6.03542 2.77333 -0.06710
C -5.21371 1.50352 -0.32303
C -3.80312 1.95563 -0.09380
C -3.84546 3.33791 0.22354
O -5.09541 3.86843 0.23682
C -2.68361 4.05728 0.54217
C -1.49055 3.37757 0.55763
C -1.37757 2.00276 0.14221
C -0.12061 1.35471 -0.02201
C 1.10541 2.04857 -0.23994
C 2.32712 1.35465 -0.02307
C 3.53105 2.02062 -0.06769
C 3.56499 3.39805 -0.39833
O 4.80747 3.94576 -0.36702
C 5.74742 2.86595 0.01453
C 4.93800 1.57565 0.19620
C 2.39342 4.09652 -0.73075
C 1.20151 3.41409 -0.69834
C -2.59254 1.29381 -0.12092
H -6.62803 3.07824 -0.93903
H -6.70289 2.66396 0.79806
H -5.50271 0.70267 0.36894
H -5.36782 1.13922 -1.34642
H -2.76876 5.11447 0.77019
H -0.59386 3.91691 0.85282
H -0.11493 0.27326 -0.10591
H 2.30607 0.29249 0.20664
H 6.49498 2.78475 -0.78519
H 6.24590 3.17765 0.94228
H 5.05830 1.17405 1.21143
H 5.26270 0.80036 -0.51297
H 2.47166 5.14253 -1.00178
H 0.29943 3.93145 -1.01371
H -2.55721 0.23710 -0.39119
C 0.32466 -1.61783 0.79897
C 1.47161 -2.31210 0.31018
C 2.79222 -1.93393 0.74737
C 3.92941 -2.49946 0.20871
C 3.81236 -3.53284 -0.74638
N 4.97301 -4.01184 -1.41654
O 4.83970 -4.91995 -2.26879
O 6.08389 -3.50065 -1.14199
C 2.54134 -4.02190 -1.10704
C 1.40418 -3.43460 -0.58716
C -1.00828 -2.16208 0.68276
C -1.54120 -2.52742 -0.59101
C -2.78685 -3.10744 -0.71089
C -3.55231 -3.36145 0.44371
N -4.84710 -3.93913 0.31704
O -5.50923 -4.18123 1.35168
O -5.27857 -4.18261 -0.83400
C -3.06239 -3.00510 1.71912
C -1.83390 -2.38457 1.83215
H 0.49904 -0.85695 1.56454
H 2.89898 -1.18639 1.53787
H 4.92496 -2.16772 0.49351
H 2.48937 -4.85297 -1.80525
H 0.44341 -3.86083 -0.86157
H -0.94429 -2.36718 -1.48906
H -3.20101 -3.39555 -1.67429
H -3.67627 -3.23296 2.59052
H -1.44799 -2.11726 2.82051
*
```

The calculation puts the electronic energy at -46756.0393 eV. As for the max |F|: 2.39 eV Å⁻¹. For the gap between HOMO and LUMO, the calculation gives 0.1223 hartree. The value obtained for the lowest unoccupied orbital energy is -0.1011 Eh.


Among the records above, which one has the lowest electronic energy? C30H24CoN4O9S5